# 1
Formula: C16H14N4O3S3
Source: OMol25
Level of theory: ωB97M-V/def2-TZVPD

Geometry as XYZ:
```
40
Properties=species:S:1:pos:R:3:forces:R:3
O 3.712 1.745 0.777 0.0 0.2 -0.2
C 3.597 0.680 1.334 0.2 -0.2 0.3
N 2.446 0.174 1.855 -0.1 -0.1 0.4
C 1.136 0.608 1.653 -0.3 0.2 -0.1
C 0.828 1.717 0.867 0.1 0.1 0.0
C -0.496 2.050 0.650 -0.1 0.0 0.1
C -1.494 1.293 1.227 -0.5 0.3 0.0
C -1.206 0.208 2.031 0.1 0.0 0.1
C 0.113 -0.141 2.239 -0.1 0.1 -0.1
H 0.358 -0.998 2.850 0.0 -0.1 0.1
H -2.014 -0.351 2.475 0.0 -0.2 0.1
S -3.194 1.695 0.916 -0.4 -0.4 -0.1
O -3.945 1.764 2.132 0.1 -0.2 0.2
O -3.300 2.775 -0.013 0.4 -0.1 -0.1
N -3.754 0.251 0.177 0.1 0.8 1.1
C -3.164 -0.149 -0.981 -0.1 -0.8 -1.3
N -1.920 0.032 -1.245 0.1 0.3 0.4
C -1.579 -0.496 -2.451 -0.2 -0.3 -0.5
C -2.581 -1.106 -3.126 -0.1 0.0 0.1
S -4.058 -1.012 -2.230 0.5 0.3 0.3
H -2.554 -1.599 -4.075 0.1 -0.1 -0.2
H -0.556 -0.423 -2.774 0.1 0.0 -0.2
H -4.747 0.099 0.264 -0.1 0.2 0.2
H -0.771 2.886 0.028 0.1 0.1 -0.1
H 1.621 2.296 0.424 0.0 0.0 0.0
H 2.528 -0.713 2.340 0.1 0.1 -0.2
C 4.785 -0.258 1.512 0.0 -0.4 -0.3
H 5.096 -0.296 2.557 0.0 0.0 0.0
H 5.622 0.089 0.907 -0.2 0.1 0.1
S 4.349 -1.979 1.078 0.1 0.0 0.0
C 3.326 -1.718 -0.353 0.2 0.0 0.2
C 2.234 -2.558 -0.545 0.1 0.1 0.0
C 1.412 -2.320 -1.632 0.0 -0.2 0.2
N 1.610 -1.336 -2.493 -0.3 0.1 -0.4
C 2.662 -0.559 -2.315 0.3 0.2 0.1
C 3.562 -0.705 -1.271 -0.1 -0.1 -0.1
H 4.407 -0.042 -1.189 0.1 0.1 0.0
H 2.798 0.226 -3.047 0.1 0.1 0.0
H 0.543 -2.938 -1.816 -0.1 -0.1 0.1
H 2.035 -3.364 0.143 -0.1 -0.1 0.1
```
Forces are in eV/Å.

Summary:
F_max   1.55 eV Å⁻¹
LUMO   0.29 eV
SMILES   O=C(CSc1ccncc1)Nc1ccc(S(=O)(=O)Nc2nccs2)cc1
Highest occupied orbital energy   -0.31576 hartree
Relative energy (zero: lowest compared OMol25 entry of this formula, charge and spin)   0.0 kcal/mol

# 2
Formula: C20H43ClN3O10S2
Source: OMol25
Level of theory: ωB97M-V/def2-TZVPD

Geometry as XYZ:
```
79
Properties=species:S:1:pos:R:3:forces:R:3
Cl 2.331 -1.644 -0.879 -2.3 -1.4 1.8
O 2.077 -2.636 -1.903 1.2 0.0 -0.1
O 3.224 -0.629 -1.250 2.1 1.2 -1.4
O 1.069 -1.039 -0.601 -1.5 0.8 0.3
O 2.791 -2.245 0.361 0.5 -0.6 -0.5
C -1.350 1.613 -6.083 -1.2 2.7 0.9
O -0.625 0.538 -6.416 1.4 -2.5 -1.0
H -1.805 1.506 -5.099 -0.4 0.1 0.1
H -0.729 2.508 -6.052 0.2 0.4 0.2
H -2.118 1.866 -6.814 -0.1 -0.5 -0.1
H -0.032 0.353 -5.684 0.1 -0.3 -0.1
C 8.825 -3.895 -1.775 -0.6 0.4 0.9
O 8.530 -3.861 -0.365 0.7 0.0 -0.2
H 9.818 -3.466 -1.909 0.0 -0.2 0.1
H 8.779 -4.919 -2.143 0.1 0.0 -0.2
H 8.125 -3.249 -2.304 0.0 -0.2 -0.2
H 7.586 -3.883 -0.188 -0.1 0.0 -0.4
C 4.417 -4.285 7.569 0.6 0.0 -2.5
O 3.936 -4.091 8.851 0.3 0.0 0.6
H 4.820 -3.395 7.086 -0.7 0.8 0.5
H 5.296 -4.898 7.368 0.2 -0.8 1.1
H 3.671 -4.692 6.886 -0.3 0.1 0.0
H 3.624 -4.945 9.159 -0.1 0.0 0.2
C -2.438 -6.130 1.586 0.6 0.6 -0.6
O -3.384 -7.145 1.654 -0.9 -1.0 0.0
H -1.703 -6.215 2.386 0.0 0.4 0.2
H -1.900 -6.221 0.642 0.0 -0.2 0.0
H -2.922 -5.155 1.525 0.2 0.2 0.4
H -4.066 -6.911 2.288 0.1 0.0 0.0
N 3.211 3.374 4.773 -0.3 0.5 1.6
C 3.419 3.599 6.146 -0.1 0.6 -2.3
C 3.640 4.955 6.237 0.5 -0.5 2.4
C 3.630 5.584 4.990 -1.1 -0.9 -0.6
C 3.217 4.591 4.117 1.6 -0.7 -0.6
H 3.098 2.438 4.410 -0.2 0.5 -0.4
H 3.384 2.793 6.864 0.0 0.2 -0.1
H 3.796 5.385 7.215 0.2 0.4 -0.1
H 3.856 6.614 4.753 -0.2 -0.1 0.0
H 3.222 4.598 3.037 -0.3 0.0 0.0
N -5.652 -2.464 -3.361 -0.5 0.2 -0.5
C -5.711 -2.927 -4.642 0.0 -0.4 -0.4
C -7.043 -2.963 -5.010 1.4 -0.3 -2.9
C -7.798 -2.400 -4.043 -0.4 0.7 3.5
C -6.921 -2.124 -2.990 -0.7 0.2 0.5
H -4.819 -2.475 -2.790 -0.3 0.3 -0.1
H -4.821 -3.061 -5.239 -0.1 -0.4 0.2
H -7.441 -3.197 -5.986 0.3 -0.3 -0.1
H -8.872 -2.307 -3.968 0.1 0.1 -0.2
H -7.130 -1.703 -2.018 0.1 -0.1 0.0
N -6.390 5.950 2.797 1.2 -1.3 -1.3
C -7.206 5.623 1.756 0.4 -0.9 -1.4
C -6.527 4.709 0.895 -1.4 1.7 1.0
C -5.247 4.524 1.430 -0.1 -0.1 1.4
C -5.181 5.249 2.608 -0.5 1.0 0.5
H -6.576 6.707 3.440 0.2 -0.4 0.0
H -8.179 6.085 1.681 0.0 -0.2 -0.1
H -6.882 4.268 -0.025 -0.2 0.1 0.2
H -4.549 3.775 1.085 0.2 0.3 0.0
H -4.414 5.409 3.351 0.1 -0.3 -0.2
C 6.371 1.930 -8.920 0.2 0.0 -0.7
S 8.068 1.856 -9.670 -0.2 -1.9 -0.5
O 8.308 0.399 -10.130 -0.5 2.5 0.6
C 7.750 2.841 -11.214 -0.1 -0.6 0.6
H 6.034 2.964 -8.988 0.0 0.0 0.1
H 6.326 1.591 -7.884 0.6 0.1 -0.1
H 5.699 1.286 -9.487 0.1 0.0 -0.2
H 7.263 3.794 -11.009 0.1 -0.1 0.2
H 7.126 2.225 -11.861 0.0 0.0 0.0
H 8.724 3.016 -11.670 -0.1 -0.1 0.1
C -3.063 -0.708 6.197 -0.2 -0.3 0.0
S -4.710 -1.495 6.488 0.6 1.3 1.1
O -4.925 -1.333 7.988 0.0 -0.2 -1.7
C -5.753 -0.197 5.695 -0.1 -0.6 -0.2
H -2.990 0.257 6.699 -0.4 0.0 0.0
H -2.847 -0.599 5.135 -0.1 -0.1 0.0
H -2.303 -1.346 6.650 -0.2 -0.2 -0.1
H -5.487 0.780 6.098 -0.3 -0.2 0.2
H -6.770 -0.549 5.869 -0.1 0.4 0.8
H -5.776 -0.153 4.606 0.9 -0.2 -0.1
```
Forces are in eV/Å.

Summary:
F_max   3.59 eV Å⁻¹
LUMO   1.77 eV
Highest occupied orbital energy   -0.21420 hartree
Net charge   -1

# 3
Formula: C26H27NO4
Source: OMol25
Level of theory: ωB97M-V/def2-TZVPD

Geometry as XYZ:
```
58
Properties=species:S:1:pos:R:3:forces:R:3
C -0.234 0.498 -4.648 0.1 0.0 0.4
C -0.703 1.097 -3.318 -0.6 0.4 -1.2
C -1.843 2.094 -3.549 0.3 -0.3 0.5
O -1.242 0.030 -2.492 1.2 0.3 0.6
C -0.339 -0.705 -1.770 -0.4 -1.9 0.5
O -0.608 -1.779 -1.265 -0.9 1.3 -0.8
C 1.019 -0.185 -1.610 0.1 0.2 -0.4
C 1.976 -0.999 -1.124 -0.1 0.5 -0.1
C 3.389 -0.659 -0.937 0.6 0.2 0.0
C 4.146 -0.115 -1.975 -0.3 -0.2 0.1
C 5.445 0.290 -1.769 0.1 0.0 -0.2
C 6.028 0.138 -0.528 0.2 0.1 0.2
C 5.311 -0.436 0.502 0.2 0.1 0.2
C 4.009 -0.835 0.300 -0.6 -0.2 -0.2
C 1.252 1.232 -1.912 1.7 0.8 0.5
O 2.205 1.799 -1.413 -1.5 0.3 -0.9
O 0.382 1.875 -2.747 -0.2 -1.1 0.9
H 0.566 -0.218 -4.483 0.1 -0.1 0.0
H -1.053 -0.016 -5.146 -0.1 0.0 0.1
H 0.139 1.281 -5.303 0.0 0.1 0.0
H -2.144 2.502 -2.586 -0.1 0.0 0.0
H -1.501 2.913 -4.179 0.1 -0.1 0.0
H -2.700 1.607 -4.009 0.1 -0.1 0.0
H 1.671 -1.993 -0.845 -0.2 -0.2 0.1
H 3.687 0.007 -2.940 -0.1 0.1 -0.2
H 6.000 0.750 -2.572 0.1 0.0 -0.1
H 7.035 0.484 -0.360 0.2 0.0 0.0
H 5.768 -0.556 1.472 0.0 0.0 0.1
H 3.442 -1.258 1.110 -0.1 -0.1 0.3
C -3.203 -3.388 2.089 0.0 0.1 0.2
C -1.890 -3.929 2.709 -0.1 0.1 0.1
C -0.920 -2.737 2.738 0.0 0.9 -0.3
N -1.733 -1.514 2.560 -0.6 -0.2 0.9
C -1.114 -0.254 2.390 0.0 -1.7 -0.5
C 0.222 -0.052 2.316 -0.7 0.1 -0.1
C 0.501 1.358 1.901 0.5 0.3 0.1
C -0.858 1.981 1.777 0.1 -0.5 0.2
C -1.812 1.019 2.109 -0.4 -0.1 0.0
C -3.158 1.371 2.146 0.2 -0.2 0.1
C -3.527 2.658 1.804 0.0 0.1 0.0
C -2.572 3.596 1.443 0.0 0.2 -0.1
C -1.228 3.267 1.438 0.2 -0.2 0.0
C -2.947 -1.901 1.797 0.5 0.6 -0.2
H -3.486 -3.935 1.182 0.1 0.2 0.2
H -4.037 -3.499 2.793 0.2 0.0 -0.1
H -2.064 -4.306 3.725 0.0 0.1 -0.2
H -1.481 -4.768 2.133 0.0 0.3 0.1
H -0.336 -2.679 3.662 -0.1 0.0 -0.1
H -0.213 -2.785 1.904 0.2 -0.2 -0.1
H 0.964 -0.819 2.450 0.2 0.0 0.0
H 1.102 1.889 2.650 0.1 0.1 -0.2
H 1.030 1.401 0.941 0.2 0.0 0.2
H -3.898 0.664 2.472 -0.2 -0.1 0.0
H -4.569 2.939 1.822 -0.1 0.0 0.0
H -2.876 4.595 1.172 -0.1 0.1 0.0
H -0.471 3.987 1.177 0.1 0.2 -0.1
H -2.728 -1.729 0.738 -0.2 -0.2 -0.2
H -3.800 -1.274 2.061 0.1 -0.2 0.0
```
Forces are in eV/Å.

Summary:
F_max   2.01 eV Å⁻¹
LUMO   -0.59 eV
SMILES   CC1(C)OC(=O)C(=Cc2ccccc2)C(=O)O1.C1=C(N2CCCC2)c2ccccc2C1
Highest occupied orbital energy   -0.26835 hartree
Relative energy (zero: lowest compared OMol25 entry of this formula, charge and spin)   0.0 kcal/mol

# 4
Formula: C13H33ClIN3P3V
Source: OMol25
Level of theory: ωB97M-V/def2-TZVPD

Geometry as XYZ:
```
55
Properties=species:S:1:pos:R:3:forces:R:3
C -1.373 -0.104 -1.827 -0.2 0.2 0.3
I 3.115 -0.273 -0.296 0.2 0.0 0.1
H -1.161 -0.079 -2.898 0.1 0.0 0.1
H -1.954 0.788 -1.569 0.2 -0.2 0.2
H -1.935 -1.017 -1.610 0.1 0.1 0.3
V 0.608 -0.219 -1.218 -0.4 0.2 -2.5
P 0.769 2.250 -1.589 0.2 2.2 -0.9
C 0.443 3.383 -0.188 -0.1 -0.7 0.5
C 2.382 2.899 -2.156 0.3 -0.7 0.2
H 2.227 3.946 -2.444 0.1 -0.3 0.1
H -0.028 4.083 -2.912 -0.1 -0.3 0.0
H 2.740 2.330 -3.019 0.0 0.1 0.1
H -0.134 2.544 -3.832 -0.1 0.2 0.1
H 1.132 3.169 0.639 -0.2 0.3 -0.2
H 3.118 2.830 -1.346 -0.1 0.1 -0.2
C -0.303 3.021 -2.859 -0.3 -0.8 0.0
H 0.612 4.400 -0.551 0.0 -0.1 0.0
H -1.357 2.918 -2.579 0.2 0.1 -0.2
H -0.597 3.287 0.154 0.4 0.2 -0.1
P 0.726 -2.634 -1.603 0.3 -2.3 -0.7
C 0.387 -3.714 -0.173 -0.1 0.7 0.3
C -0.412 -3.299 -2.869 -0.2 0.8 0.0
H 2.702 -2.693 -3.026 0.0 -0.2 0.0
H 2.201 -4.320 -2.477 0.0 0.2 0.1
H 3.072 -3.208 -1.361 -0.1 -0.2 -0.2
C 2.340 -3.274 -2.174 0.1 0.6 0.1
H -0.251 -2.783 -3.824 0.0 -0.2 0.2
H -0.202 -4.370 -2.987 0.0 0.2 0.1
H 0.549 -4.748 -0.493 0.0 0.1 0.1
H -0.651 -3.579 0.158 0.3 -0.2 0.0
H -1.451 -3.150 -2.551 0.2 -0.2 -0.1
H 1.076 -3.458 0.641 -0.1 -0.3 -0.1
Cl 1.349 -0.205 -3.492 0.1 -0.1 1.7
C -0.222 -0.270 4.108 0.0 -0.1 0.2
N 0.230 0.940 3.378 -0.1 -0.8 -1.0
C -0.885 1.871 3.122 -0.2 0.1 0.2
N -2.063 1.201 2.515 0.7 -0.9 -0.1
C -2.429 -0.012 3.300 -0.3 0.1 0.0
N -1.321 -0.983 3.405 0.7 1.1 -1.1
C -0.914 -1.542 2.118 -0.5 -0.8 1.1
P -0.314 -0.203 0.960 0.0 0.3 0.1
C 0.920 0.569 2.137 -0.3 0.7 1.0
C -1.843 0.866 1.114 -0.4 0.8 0.5
H -0.618 0.032 5.095 0.4 -0.2 -0.5
H 0.631 -0.952 4.222 -0.2 0.2 0.2
H -0.533 2.667 2.433 -0.3 -0.3 0.6
H -1.196 2.300 4.090 0.1 -0.1 -0.5
H -3.281 -0.496 2.808 0.1 0.2 0.3
H -2.684 0.293 4.333 -0.1 -0.1 -0.7
H -0.119 -2.279 2.254 0.0 0.2 0.1
H -1.755 -2.062 1.652 0.0 0.2 0.0
H 1.402 1.447 1.689 -0.2 -0.2 0.1
H 1.691 -0.176 2.364 0.0 -0.1 -0.1
H -2.696 0.295 0.732 0.1 0.0 0.0
H -1.738 1.773 0.503 0.0 -0.3 0.3
```
Forces are in eV/Å.

Summary:
F_max   2.57 eV Å⁻¹
LUMO (spin up / spin down)   -13.27 / -14.30 eV
2S+1   2
Highest occupied orbital energy (spin up / spin down)   -0.66109 / -0.66023 hartree
Net charge   +3

# 5
Formula: C33H37N3O8P2Sc
Source: OMol25
Level of theory: ωB97M-V/def2-TZVPD

Geometry as XYZ:
```
84
Properties=species:S:1:pos:R:3:forces:R:3
Sc 0.284 -0.692 0.178 -0.8 1.2 0.1
O -1.584 3.184 2.350 -0.1 0.2 0.5
C -0.915 2.169 1.848 -0.2 -0.2 -1.1
O -0.944 1.850 0.666 0.2 0.6 0.6
C -0.070 1.413 2.800 0.2 -0.2 0.4
C 0.079 1.677 4.154 -0.1 0.0 -0.5
C 1.017 0.934 4.864 0.1 -0.2 -0.2
C 1.796 0.002 4.194 0.0 -0.1 -0.2
C 1.580 -0.196 2.831 0.2 0.1 -0.3
N 0.633 0.464 2.173 0.0 0.1 0.4
C 2.484 -1.013 1.863 0.5 0.1 1.8
O 3.398 -1.674 2.287 -0.2 0.1 0.0
O 2.159 -0.793 0.642 0.6 0.0 -0.9
H -2.098 3.658 1.675 0.2 -0.2 -0.1
H -0.512 2.446 4.623 0.0 0.1 0.1
H 1.152 1.100 5.924 0.0 0.0 0.0
H 2.573 -0.561 4.688 0.1 0.0 0.0
C 0.142 -0.903 -3.946 0.1 -0.2 0.4
P 0.055 0.118 -2.429 0.2 0.7 -1.0
C -1.594 0.887 -2.708 -0.1 0.0 0.1
N -1.787 1.520 -3.836 0.1 -0.1 -0.2
C -2.976 2.117 -4.054 -0.5 0.0 0.5
C -3.217 2.827 -5.247 -0.2 0.1 -0.1
C -4.428 3.436 -5.437 0.4 -0.1 -0.1
C -5.441 3.363 -4.461 -0.1 -0.2 0.3
C -5.239 2.678 -3.294 -0.1 0.2 -0.2
C -4.002 2.046 -3.065 0.5 0.1 -0.5
N -3.787 1.366 -1.921 -0.2 0.1 0.1
C -2.628 0.789 -1.738 0.0 0.2 0.0
P -2.455 -0.168 -0.188 -1.2 -0.7 -0.4
C -3.653 0.756 0.861 0.4 -0.1 0.1
C -3.463 -1.719 -0.602 0.2 0.2 0.1
C -4.861 -1.449 -1.147 0.2 0.1 0.0
C -3.549 -2.452 0.738 0.1 0.1 0.0
C -2.681 -2.522 -1.644 0.1 0.2 0.2
C 1.309 1.493 -2.754 -0.1 -0.1 0.2
C 1.190 2.458 -1.572 -0.2 -0.3 0.0
C 2.677 0.806 -2.697 -0.2 -0.2 0.1
C 1.126 2.238 -4.072 -0.1 0.0 0.2
H -0.130 -0.291 -4.805 0.0 0.0 0.1
H -0.549 -1.739 -3.856 0.0 0.0 0.0
H 1.147 -1.303 -4.056 0.0 0.0 -0.1
H -2.434 2.870 -5.988 0.1 0.0 -0.1
H -4.614 3.992 -6.343 0.0 0.0 -0.1
H -6.388 3.846 -4.648 -0.1 0.0 0.0
H -6.004 2.600 -2.538 -0.1 0.0 0.1
H -4.672 0.481 0.606 0.0 0.0 0.0
H -3.536 1.820 0.671 0.0 0.0 0.0
H -3.455 0.543 1.910 -0.1 0.0 0.1
H -5.530 -1.064 -0.384 -0.1 0.1 0.0
H -5.280 -2.385 -1.508 -0.1 -0.2 0.0
H -4.838 -0.746 -1.976 -0.1 -0.1 -0.1
H -4.231 -1.937 1.413 -0.1 0.0 0.1
H -2.569 -2.493 1.216 -0.1 -0.1 0.1
H -3.914 -3.467 0.598 -0.1 -0.1 0.0
H -2.811 -2.079 -2.631 0.0 0.0 -0.1
H -3.053 -3.545 -1.689 -0.1 -0.1 0.0
H -1.614 -2.561 -1.418 -0.1 -0.1 -0.1
H 1.374 1.926 -0.627 0.0 0.2 -0.1
H 0.198 2.910 -1.533 0.0 0.0 0.1
H 1.926 3.256 -1.664 0.1 0.0 0.0
H 2.743 0.137 -1.830 0.2 0.1 -0.1
H 3.463 1.553 -2.609 0.1 0.1 0.0
H 2.872 0.228 -3.598 0.0 -0.1 0.0
H 0.112 2.618 -4.171 0.1 0.1 -0.1
H 1.341 1.598 -4.923 0.0 -0.1 -0.1
H 1.812 3.083 -4.106 0.2 0.0 0.0
O 0.482 -2.557 -0.611 0.3 -0.4 -0.7
C 0.030 -3.076 0.454 -0.4 -1.0 0.0
O -0.344 -2.278 1.372 -0.1 -0.1 0.5
C -0.130 -4.538 0.536 -0.1 -0.1 0.1
C -1.119 -5.110 1.334 0.2 0.3 0.0
C -1.348 -6.480 1.340 0.1 -0.3 -0.1
C -0.520 -7.256 0.562 0.4 0.4 -0.3
O -0.527 -8.598 0.394 -0.3 0.3 0.3
C 0.555 -8.898 -0.468 0.4 -1.2 -0.3
O 1.173 -7.689 -0.857 0.1 0.4 -0.1
C 0.504 -6.692 -0.214 -0.5 0.1 0.3
C 0.696 -5.337 -0.275 0.0 -0.3 0.0
H -1.729 -4.476 1.955 -0.1 0.1 0.1
H -2.135 -6.926 1.925 -0.1 0.0 0.1
H 0.184 -9.433 -1.355 0.0 0.2 0.2
H 1.273 -9.542 0.064 -0.1 0.3 -0.1
H 1.460 -4.886 -0.885 0.1 0.0 -0.1
```
Forces are in eV/Å.

Summary:
F_max   1.91 eV Å⁻¹
LUMO   -3.39 eV
Highest occupied orbital energy   -0.38252 hartree
Net charge   +1

Number 1: E_tot -2257.4283 Ha. Number 2: E_tot -2960.6639 Ha. Number 3: E_tot -1362.6655 Ha. Number 4: E_tot -3404.2056 Ha. Number 5: E_tot -3489.3779 Ha.